1.
Here is a molecular structure, C5H7N at a distorted geometry from the Open Molecules 2025 dataset. Energies are from ωB97M-V/def2-TZVPD.

Total charge: 0
Molecular weight: 81.1 g mol⁻¹
E_HOMO: -8.769 eV
Energy above the lowest of the compared OMol25 structures with the same formula, charge and spin: 3.824 eV
Energy: -6784.688 eV
Kohn-Sham gap: 9.681 eV

Cartesian coordinates (Å):
C 1.51 0.58 0.07
C 0.73 -0.70 -0.19
C -0.38 -0.96 0.77
C -1.03 -0.42 -0.46
C -1.51 0.92 -0.51
N -1.89 2.01 -0.53
H 1.98 0.95 -0.84
H 2.33 0.33 0.77
H 0.93 1.38 0.54
H 0.11 -0.69 -1.24
H -0.49 -0.27 1.61
H -0.64 -1.98 1.01
H -1.65 -1.15 -1.00

Results of the Mulliken charge analysis, in e, for atoms 1 through 8:
1 C -1.127
2 C 0.091
3 C -0.752
4 C -0.104
5 C 0.135
6 N -0.438
7 H 0.317
8 H 0.334


2.
Here is C5H7N in the gas phase from the Open Molecules 2025 dataset. Energies are from ωB97M-V/def2-TZVPD.

Total charge: 0
Molecular weight: 81.1 g mol⁻¹
E_HOMO: -9.442 eV
Structure (SMILES): C#C[C@@H]1CN1C
Energy above the lowest of the compared OMol25 structures with the same formula, charge and spin: 3.587 eV
Energy: -6784.926 eV
Kohn-Sham gap: 10.494 eV

Cartesian coordinates (Å):
C 2.72 -0.90 -0.85
C 1.82 -0.42 -0.20
C 0.61 0.33 0.07
C -0.15 0.77 1.28
N -0.58 -0.35 0.50
C -1.75 -0.37 -0.34
H 3.51 -1.23 -1.49
H 0.53 1.08 -0.72
H -0.64 1.74 1.13
H 0.13 0.57 2.31
H -1.58 -1.09 -1.14
H -2.02 0.60 -0.80
H -2.61 -0.72 0.25

Results of the Mulliken charge analysis, in e, for atoms 1 through 8:
1 C -0.011
2 C -0.865
3 C 0.085
4 C -0.258
5 N -0.268
6 C -0.780
7 H 0.395
8 H 0.331